one | Molecular formula: CHFO2
Method: DFT, the ωB97M-V functional and the def2-TZVPD basis

CARTESIAN COORDINATES (ANGSTROEM)
C1 -0.14 0.02 -0.06
O1 -0.90 0.81 -0.79
O2 -0.77 0.94 0.65
F1 -0.39 -1.32 0.06
H1 2.20 -0.44 0.14

For the highest occupied orbital energy (spin up / spin down), the calculation gives -11.3126 / -10.6692 eV. The calculation puts the gap between HOMO and LUMO (spin up / spin down) at 10.177 / 9.972 eV.

The computed Mulliken charges, all in e, follow: number 1, C, carries 0.4513; number 2, O, carries -0.1904; number 3, O, carries -0.1936; number 4, F, carries -0.1507; number 5, H, carries 0.0834

two | Molecular formula: CHFO2
Method: DFT, the ωB97M-V functional and the def2-TZVPD basis

CARTESIAN COORDINATES (ANGSTROEM)
O1 -1.23 1.19 -0.12
C1 -0.60 0.24 0.05
O2 0.96 0.35 -0.05
F1 1.56 -0.91 -0.11
H1 -0.69 -0.86 0.23

Its SMILES is O=COF. For the highest occupied orbital energy, the calculation gives -11.7506 eV. The calculation puts the gap between HOMO and LUMO at 12.419 eV.

The computed Mulliken charges, all in e, follow: number 1, O, carries -0.3095; number 2, C, carries 0.2645; number 3, O, carries -0.1163; number 4, F, carries -0.1402; number 5, H, carries 0.3015

The winner here is two, beating the second structure by 0.1525 hartree.

one | Molecular formula: ClH2O3PS
Method: DFT, the ωB97M-V functional and the def2-TZVPD basis

CARTESIAN COORDINATES (ANGSTROEM)
O1 0.74 1.42 1.25
O2 -1.55 1.05 0.42
O3 0.82 -2.58 0.61
P1 -0.65 0.77 1.54
S1 -0.94 0.09 3.33
Cl1 -0.54 -1.55 0.45
H1 0.66 1.80 0.44
H2 1.37 -2.03 1.22

For the highest occupied orbital energy, the calculation gives -9.9605 eV. The calculation puts the gap between HOMO and LUMO at 9.221 eV.

The computed Mulliken charges, all in e, follow: number 1, O, carries -0.3741; number 2, O, carries -0.5814; number 3, O, carries -0.3908; number 4, P, carries 0.7780; number 5, S, carries -0.2791; number 6, Cl, carries 0.1370; number 7, H, carries 0.3382; number 8, H, carries 0.3723

two | Molecular formula: ClH2O3PS
Method: DFT, the ωB97M-V functional and the def2-TZVPD basis

CARTESIAN COORDINATES (ANGSTROEM)
O1 0.09 -0.77 0.11
O2 1.44 -0.32 -0.15
P1 1.43 0.92 -1.09
O3 0.43 1.90 -0.29
S1 3.31 1.50 -1.29
Cl1 0.21 0.32 -2.65
H1 -0.22 -0.99 -0.74
H2 1.07 2.58 0.12

Its SMILES is OO[P@@](O)(=S)Cl. For the highest occupied orbital energy, the calculation gives -9.9487 eV. The calculation puts the gap between HOMO and LUMO at 9.948 eV.

The computed Mulliken charges, all in e, follow: number 1, O, carries -0.2923; number 2, O, carries -0.1387; number 3, P, carries 0.7997; number 4, O, carries -0.4452; number 5, S, carries -0.3323; number 6, Cl, carries -0.2514; number 7, H, carries 0.3106; number 8, H, carries 0.3497

The winner here is two, beating the second structure by 0.0104 hartree.

one | Molecular formula: C7H10N2O2
Method: DFT, the ωB97M-V functional and the def2-TZVPD basis

CARTESIAN COORDINATES (ANGSTROEM)
C1 0.66 0.30 0.91
C2 0.55 0.55 -0.44
C3 -0.02 -0.70 1.59
C4 -0.65 -0.02 -1.13
C5 -2.83 -2.13 -0.52
C6 1.84 0.82 1.60
C7 1.55 1.33 -1.37
N1 -2.73 -0.91 -0.84
N2 -1.61 -0.33 -0.37
O1 -0.40 -0.65 2.80
O2 -0.62 0.08 -2.50
H1 -3.82 -2.71 -0.81
H2 -2.13 -2.69 0.08
H3 1.69 1.85 1.70
H4 1.98 0.25 2.58
H5 2.78 0.57 1.03
H6 1.05 2.02 -2.02
H7 2.27 1.67 -0.64
H8 2.00 0.70 -2.05
H9 -0.11 0.26 3.28
H10 -1.47 -0.28 -2.87

For the highest occupied orbital energy (spin up / spin down), the calculation gives -7.3506 / -7.3495 eV. The calculation puts the gap between HOMO and LUMO (spin up / spin down) at 7.556 / 7.555 eV.

These are the Mulliken partial charges, in e, on atoms 1 to 8: number 1, C, carries 1.2300; number 2, C, carries 0.2506; number 3, C, carries -0.2899; number 4, C, carries 0.3673; number 5, C, carries -0.2415; number 6, C, carries -1.9022; number 7, C, carries -1.5355; number 8, N, carries -0.9047

two | Molecular formula: C7H10N2O2
Method: DFT, the ωB97M-V functional and the def2-TZVPD basis

CARTESIAN COORDINATES (ANGSTROEM)
C1 -0.49 2.02 0.06
C2 0.32 0.94 0.06
C3 1.47 0.38 0.22
C4 -3.18 -0.10 -0.15
C5 1.60 -1.10 0.38
C6 2.87 1.11 0.27
C7 -2.07 -0.48 0.74
N1 -1.27 2.88 0.06
N2 -3.62 1.18 -0.09
O1 -3.60 -0.99 -1.01
O2 -1.88 -1.88 0.55
H1 0.73 -1.26 0.96
H2 1.57 -1.61 -0.51
H3 2.45 -1.35 1.02
H4 2.72 2.16 -0.02
H5 3.42 0.64 -0.57
H6 3.29 1.05 1.35
H7 -1.71 -0.16 1.67
H8 -2.93 1.92 0.27
H9 -4.33 1.32 -0.73
H10 -2.59 -2.08 -0.09

For the highest occupied orbital energy (spin up / spin down), the calculation gives -8.4131 / -9.0978 eV. The calculation puts the gap between HOMO and LUMO (spin up / spin down) at 7.025 / 8.482 eV.

These are the Mulliken partial charges, in e, on atoms 1 to 8: number 1, C, carries 0.2151; number 2, C, carries -0.0882; number 3, C, carries 0.8168; number 4, C, carries 0.6808; number 5, C, carries -1.1320; number 6, C, carries -1.1521; number 7, C, carries -0.6492; number 8, N, carries -0.6854

three | Molecular formula: C7H10N2O2
Method: DFT, the ωB97M-V functional and the def2-TZVPD basis

CARTESIAN COORDINATES (ANGSTROEM)
C1 2.61 -0.15 -0.97
C2 2.00 0.79 -0.17
C3 0.49 0.37 0.39
C4 -1.49 1.10 1.12
C5 -2.37 0.26 0.16
C6 -1.64 -1.08 0.26
C7 -0.10 -0.84 -0.28
H1 1.85 1.85 -0.83
H2 2.65 1.19 0.84
H3 0.47 -0.16 1.38
H4 -1.83 1.98 1.83
H5 -0.73 0.08 1.79
H6 -3.18 0.07 0.88
H7 -2.87 0.58 -0.85
H8 -1.98 -1.76 -0.60
H9 -1.57 -1.41 1.27
H10 2.16 -1.64 -2.30
N1 0.38 -1.51 -1.35
N2 1.80 -1.11 -1.37
O1 3.76 -0.16 -1.60
O2 -0.42 1.53 0.39

For the highest occupied orbital energy, the calculation gives -9.0796 eV. The calculation puts the gap between HOMO and LUMO at 9.072 eV.

These are the Mulliken partial charges, in e, on atoms 1 to 8: number 1, C, carries 0.4921; number 2, C, carries -0.4519; number 3, C, carries -0.1506; number 4, C, carries -0.2697; number 5, C, carries -0.2334; number 6, C, carries -1.1579; number 7, C, carries 0.6268; number 8, H, carries 0.2349

The winner here is two, beating the second structure by 0.0450 hartree.

one | Molecular formula: C3H8OS2
Method: DFT, the ωB97M-V functional and the def2-TZVPD basis

CARTESIAN COORDINATES (ANGSTROEM)
C1 -1.52 -1.45 0.36
C2 -1.98 -0.29 -0.12
O1 -1.54 0.94 0.35
H1 -1.66 -2.28 -0.33
H2 -1.17 -1.59 1.37
H3 -2.70 -0.12 -0.90
H4 -0.66 0.78 0.71
C3 1.12 0.49 -1.21
S1 1.79 -0.25 0.30
S2 2.71 1.30 1.34
H5 0.29 -0.13 -1.51
H6 0.73 1.43 -0.84
H7 1.82 0.53 -2.04
H8 2.78 0.64 2.51

Its SMILES is C=CO.CSS. For the highest occupied orbital energy, the calculation gives -8.3166 eV. The calculation puts the gap between HOMO and LUMO at 8.791 eV.

These are the Mulliken partial charges, in e, on atoms 1 to 8: number 1, C, carries -0.6536; number 2, C, carries -0.1026; number 3, O, carries -0.4961; number 4, H, carries 0.2459; number 5, H, carries 0.2926; number 6, H, carries 0.3845; number 7, H, carries 0.3119; number 8, C, carries -0.7948

two | Molecular formula: C3H8OS2
Method: DFT, the ωB97M-V functional and the def2-TZVPD basis

CARTESIAN COORDINATES (ANGSTROEM)
C1 -1.79 -0.01 2.86
C2 -2.29 0.40 1.68
O1 -1.81 1.41 0.96
H1 -2.43 -0.48 3.65
H2 -0.92 0.42 3.33
H3 -3.30 0.27 1.49
H4 -0.92 1.69 1.37
C3 2.30 -0.15 -1.36
S1 2.22 0.18 -3.16
S2 0.69 -1.00 -3.87
H5 2.81 -1.17 -1.31
H6 2.85 0.76 -0.93
H7 1.32 -0.17 -0.86
H8 1.27 -2.16 -3.86

Its SMILES is C=CO.CSS. For the highest occupied orbital energy, the calculation gives -9.0058 eV. The calculation puts the gap between HOMO and LUMO at 9.615 eV.

These are the Mulliken partial charges, in e, on atoms 1 to 8: number 1, C, carries -0.7811; number 2, C, carries 0.1530; number 3, O, carries -0.4590; number 4, H, carries 0.2073; number 5, H, carries 0.2443; number 6, H, carries 0.3380; number 7, H, carries 0.2977; number 8, C, carries -0.6366

three | Molecular formula: C3H8OS2
Method: DFT, the ωB97M-V functional and the def2-TZVPD basis

CARTESIAN COORDINATES (ANGSTROEM)
C1 0.76 1.27 0.65
C2 -0.59 1.51 -0.01
S1 -1.68 0.11 0.35
S2 -0.23 -1.04 1.19
C3 1.23 -0.16 0.68
H1 0.75 1.58 1.72
H2 1.55 1.86 0.14
H3 -1.05 2.36 0.54
H4 -0.56 1.79 -1.08
H5 1.42 -0.40 -0.38
H6 2.20 -0.20 1.21
O1 -0.94 -3.05 -1.83
H7 -1.86 -3.14 -2.16
H8 -1.02 -2.50 -1.02

Its SMILES is C1CSSC1.O. For the highest occupied orbital energy, the calculation gives -7.9518 eV. The calculation puts the gap between HOMO and LUMO at 8.593 eV.

These are the Mulliken partial charges, in e, on atoms 1 to 8: number 1, C, carries -0.7692; number 2, C, carries -0.3508; number 3, S, carries -0.1343; number 4, S, carries -0.2082; number 5, C, carries -0.4133; number 6, H, carries 0.3057; number 7, H, carries 0.3239; number 8, H, carries 0.2851

The winner here is three, beating the second structure by 0.0449 hartree.

one | Molecular formula: C4H7N
Method: DFT, the ωB97M-V functional and the def2-TZVPD basis

CARTESIAN COORDINATES (ANGSTROEM)
C1 -0.99 -0.37 1.13
C2 -0.18 0.03 0.00
C3 0.51 1.46 0.14
C4 0.28 -1.08 -0.95
N1 -1.73 0.23 0.35
H1 -1.03 -1.49 2.65
H2 1.50 1.30 0.46
H3 -0.21 2.02 0.65
H4 0.52 2.06 -0.81
H5 0.09 -0.83 -2.00
H6 -0.11 -2.00 -0.72
H7 1.35 -1.32 -0.90

For the highest occupied orbital energy (spin up / spin down), the calculation gives -9.1868 / -9.1854 eV. The calculation puts the gap between HOMO and LUMO (spin up / spin down) at 8.653 / 8.655 eV.

These are the Mulliken partial charges, in e, on atoms 1 to 8: number 1, C, carries -0.5328; number 2, C, carries 1.1419; number 3, C, carries -1.1775; number 4, C, carries -1.2572; number 5, N, carries -0.4519; number 6, H, carries 0.2336; number 7, H, carries 0.3142; number 8, H, carries 0.4311

two | Molecular formula: C4H7N
Method: DFT, the ωB97M-V functional and the def2-TZVPD basis

CARTESIAN COORDINATES (ANGSTROEM)
C1 -0.78 -0.01 0.92
C2 -1.02 -0.70 -0.13
C3 0.36 -0.73 -1.02
N1 0.81 0.58 -0.64
C4 0.42 0.76 0.90
H1 -1.72 0.25 1.66
H2 -1.91 -1.42 -0.11
H3 1.20 -1.43 -0.58
H4 0.44 -0.86 -2.09
H5 0.25 1.51 -1.06
H6 0.57 1.89 0.92
H7 1.40 0.15 1.23

Its SMILES is C1=CCNC1. For the highest occupied orbital energy, the calculation gives -8.7833 eV. The calculation puts the gap between HOMO and LUMO at 9.925 eV.

These are the Mulliken partial charges, in e, on atoms 1 to 8: number 1, C, carries -0.0535; number 2, C, carries -0.3513; number 3, C, carries -0.3545; number 4, N, carries -0.5487; number 5, C, carries -0.5078; number 6, H, carries 0.2219; number 7, H, carries 0.2974; number 8, H, carries 0.1659

three | Molecular formula: C4H7N
Method: DFT, the ωB97M-V functional and the def2-TZVPD basis

CARTESIAN COORDINATES (ANGSTROEM)
C1 -0.38 0.43 0.16
C2 1.25 -0.69 -0.30
C3 0.17 -1.55 0.39
C4 -0.82 1.82 -0.20
N1 -0.84 -0.59 0.76
H1 1.43 -0.88 -1.36
H2 1.87 -0.49 0.55
H3 -0.30 -2.11 -0.38
H4 0.50 -2.38 1.12
H5 -1.09 1.91 -1.17
H6 -0.11 2.51 0.04
H7 -1.68 2.00 0.40

For the highest occupied orbital energy, the calculation gives -8.4218 eV. The calculation puts the gap between HOMO and LUMO at 9.474 eV.

These are the Mulliken partial charges, in e, on atoms 1 to 8: number 1, C, carries 0.5024; number 2, C, carries -0.6419; number 3, C, carries -0.2115; number 4, C, carries -1.1750; number 5, N, carries -0.5781; number 6, H, carries 0.3041; number 7, H, carries 0.2876; number 8, H, carries 0.2229

The winner here is two, beating the second structure by 0.0051 hartree.

one | Molecular formula: C5H6S3
Method: DFT, the ωB97M-V functional and the def2-TZVPD basis

CARTESIAN COORDINATES (ANGSTROEM)
C1 -1.14 -1.32 -0.15
C2 -0.23 -0.47 0.74
C3 1.27 -0.25 0.16
S1 2.59 -1.13 0.03
C4 0.96 1.22 -0.13
S2 0.64 1.54 -1.87
C5 -0.33 1.03 0.71
S3 -1.21 2.10 1.53
H1 -0.99 -0.91 -1.09
H2 -2.17 -1.19 0.20
H3 -0.82 -2.29 -0.14
H4 -0.22 -0.66 1.80
H5 1.66 1.94 0.19
H6 0.00 0.37 -1.99

Its SMILES is C[C@H]1C(=S)[C@@H](S)C1=S. For the highest occupied orbital energy, the calculation gives -8.6488 eV. The calculation puts the gap between HOMO and LUMO at 7.617 eV.

These are the Mulliken partial charges, in e, on atoms 1 to 8: number 1, C, carries -1.0131; number 2, C, carries 0.1100; number 3, C, carries -0.2143; number 4, S, carries -0.2767; number 5, C, carries 0.0562; number 6, S, carries -0.1157; number 7, C, carries -0.0950; number 8, S, carries -0.2635

two | Molecular formula: C5H6S3
Method: DFT, the ωB97M-V functional and the def2-TZVPD basis

CARTESIAN COORDINATES (ANGSTROEM)
C1 -1.06 -0.53 -1.39
C2 -0.22 -0.94 -0.18
C3 1.25 -0.34 -0.03
S1 2.55 -0.42 -1.00
C4 0.87 0.44 1.19
S2 1.36 2.21 1.24
C5 -0.60 0.04 0.96
S3 -2.01 0.47 1.56
H1 -0.95 0.46 -1.58
H2 -2.02 -0.91 -1.18
H3 -0.75 -1.07 -2.17
H4 -0.06 -1.96 0.21
H5 1.05 -0.18 2.10
H6 0.58 2.74 0.25

Its SMILES is C[C@H]1C(=S)[C@@H](S)C1=S. For the highest occupied orbital energy, the calculation gives -8.7212 eV. The calculation puts the gap between HOMO and LUMO at 7.965 eV.

These are the Mulliken partial charges, in e, on atoms 1 to 8: number 1, C, carries -1.5847; number 2, C, carries 0.5573; number 3, C, carries -0.3877; number 4, S, carries -0.2614; number 5, C, carries 0.4181; number 6, S, carries -0.1569; number 7, C, carries -0.4428; number 8, S, carries -0.2663

The winner here is one, beating the second structure by 0.0135 hartree.